A structure of composition C60H85BiFN4P4, computed with ωB97M-V/def2-TZVPD.

Its highest occupied orbital energy is -9.81 eV. For the relative energy (zero: lowest compared OMol25 entry of this formula, charge and spin), the calculation gives 30.7 kJ/mol. As for the total charge: +1. The calculation puts the orbital gap at 6.75 eV. Its largest force on an atom is 0.60 eV/A.

Each line ends with the Löwdin charge.
Positions of all 155 atoms, in Å:
Bi: 0.41767 -0.96029 -0.14156  1.70
C: -4.07791 0.90353 0.80232  -0.11
C: -3.74086 -0.31906 1.65605  -0.53
C: -3.27313 0.09262 3.05192  -0.10
P: -2.53395 -1.43693 0.75306  1.06
C: -3.74878 -2.30909 -0.38915  -0.52
C: -3.14349 -2.42159 -1.78474  -0.12
C: -4.30494 -3.65753 0.06628  -0.10
C: -2.05925 -2.54965 2.12041  -0.34
C: -2.98213 -3.33339 2.81957  -0.10
C: -2.60951 -4.09919 3.90761  -0.07
C: -1.28296 -4.08652 4.32723  -0.06
C: -0.36470 -3.29082 3.67282  -0.03
C: -0.73563 -2.50076 2.57525  -0.37
N: 0.26248 -1.69625 1.97798  -0.24
C: 0.96844 -0.81571 2.81404  -0.38
C: 0.43607 -0.30140 4.00375  -0.03
C: 1.16100 0.59443 4.76891  -0.07
C: 2.41616 1.03117 4.35757  -0.09
C: 2.96441 0.51850 3.19339  -0.08
C: 2.26693 -0.41936 2.43447  -0.35
P: 2.91882 -1.39196 1.05402  1.01
C: 4.48407 -0.65131 0.44401  -0.53
C: 4.28050 0.83881 0.12352  -0.11
C: 5.74725 -0.86545 1.27863  -0.09
C: 3.27535 -3.01153 1.90766  -0.50
C: 3.89518 -2.87816 3.29850  -0.08
C: 4.08812 -3.95554 1.01545  -0.09
H: -4.87104 1.48253 1.28250  0.09
H: -3.20649 1.55239 0.68740  0.05
H: -4.43121 0.62977 -0.19606  0.06
H: -4.63970 -0.93514 1.76016  0.11
H: -2.28964 0.56508 3.02430  0.05
H: -3.98192 0.81391 3.46823  0.09
H: -3.22298 -0.75634 3.73183  0.07
H: -4.57737 -1.60082 -0.45456  0.10
H: -2.23822 -3.03242 -1.78239  0.05
H: -3.85226 -2.88585 -2.47611  0.09
H: -2.89962 -1.43398 -2.17226  0.05
H: -3.51194 -4.35442 0.34461  0.07
H: -5.00007 -3.55922 0.89893  0.07
H: -4.86437 -4.09656 -0.76287  0.09
H: -4.02418 -3.32649 2.53301  0.09
H: -3.34563 -4.69827 4.42907  0.11
H: -0.96707 -4.69663 5.16639  0.11
H: 0.66773 -3.25900 4.00976  0.12
H: -0.55086 -0.61440 4.32414  0.11
H: 0.73362 0.97215 5.69048  0.12
H: 2.97059 1.74728 4.95222  0.11
H: 3.96168 0.82224 2.89750  0.09
H: 4.61018 -1.20124 -0.48856  0.08
H: 4.47314 1.45238 1.00403  0.07
H: 4.97911 1.14924 -0.65645  0.09
H: 3.27169 1.07438 -0.22362  0.06
H: 6.57701 -0.36276 0.77510  0.09
H: 5.65872 -0.43947 2.28047  0.07
H: 6.00820 -1.91789 1.36661  0.06
H: 2.27002 -3.42062 2.02877  0.07
H: 4.92459 -2.51983 3.25016  0.07
H: 3.32895 -2.21030 3.94654  0.07
H: 3.90938 -3.86631 3.76647  0.09
H: 3.91531 -4.99090 1.32089  0.09
H: 3.81209 -3.86736 -0.03388  0.04
H: 5.15952 -3.76284 1.10369  0.07
C: -0.19765 -4.54211 0.40188  -0.07
C: 0.42553 -5.35596 -0.71309  -0.35
C: -0.63658 -5.77316 -1.73901  -0.04
C: 1.65717 -4.75103 -1.39163  -0.15
C: 2.63519 -5.70155 -1.68220  -0.05
C: 3.74178 -5.38973 -2.44039  -0.06
C: 3.89428 -4.09561 -2.89641  -0.05
C: 2.99096 -3.07233 -2.59845  -0.11
C: 3.26064 -1.74808 -3.36741  -0.31
C: 2.58439 -0.45056 -2.90790  -0.08
C: 4.75698 -1.38360 -3.52110  -0.06
C: 1.83888 -3.41729 -1.82778  -0.22
N: 0.74154 -2.47006 -1.76468  -0.15
C: 0.10321 -2.34392 -3.02476  -0.27
C: 0.21187 -3.30582 -4.04895  -0.01
C: -0.40061 -3.14515 -5.28312  -0.06
C: -1.14865 -2.01263 -5.56967  -0.07
C: -1.26267 -1.04136 -4.59030  -0.01
C: -0.63944 -1.23295 -3.37973  -0.30
F: -0.75907 -0.26166 -2.43566  -0.13
H: -0.86533 -5.16352 1.00482  0.10
H: -0.78432 -3.71350 0.00467  0.03
H: 0.57621 -4.14437 1.06199  0.06
H: 0.78993 -6.27262 -0.24727  0.13
H: -1.06310 -4.90242 -2.23973  0.06
H: -1.44626 -6.31436 -1.24147  0.09
H: -0.20931 -6.42859 -2.50175  0.09
H: 2.48681 -6.72319 -1.34670  0.12
H: 4.46675 -6.15118 -2.70513  0.11
H: 4.72434 -3.89917 -3.55881  0.10
H: 2.89115 -1.96122 -4.37581  0.14
H: 2.66284 -0.33049 -1.82676  0.01
H: 1.54389 -0.37768 -3.20816  0.05
H: 3.10182 0.39720 -3.36255  0.09
H: 5.09320 -0.77044 -2.68421  0.07
H: 4.88124 -0.78180 -4.42345  0.09
H: 5.43424 -2.22758 -3.59904  0.06
H: 0.79176 -4.19930 -3.87423  0.12
H: -0.27822 -3.92090 -6.03004  0.11
H: -1.62499 -1.87873 -6.53240  0.11
H: -1.82179 -0.12761 -4.75541  0.11
C: -0.49851 2.50024 2.16206  -0.29
P: 0.00072 3.86724 1.03889  1.02
C: -1.70930 4.47678 0.60324  -0.40
N: -2.35951 5.29960 1.38657  0.13
C: -3.60100 5.71455 1.01413  -0.21
C: -4.31646 6.61082 1.83942  -0.01
C: -5.55907 7.03633 1.46260  -0.07
C: -6.13914 6.58441 0.25549  -0.07
C: -5.46837 5.71169 -0.55365  -0.01
C: -4.18238 5.25790 -0.18508  -0.21
N: -3.52059 4.37843 -0.98399  0.12
C: -2.31829 3.99345 -0.63465  -0.42
P: -1.40491 2.72772 -1.65162  1.01
C: -2.80870 2.06196 -2.65889  -0.27
C: -0.58215 3.80994 -2.99652  -0.71
C: -1.63093 4.52447 -3.85229  -0.10
C: 0.37989 4.85437 -2.42629  -0.12
C: 0.23111 2.82695 -3.85198  -0.11
C: 0.73623 5.10145 2.26738  -0.73
C: 0.73212 6.48999 1.61722  -0.11
C: 0.05829 5.14966 3.64102  -0.10
C: 2.18940 4.64361 2.43920  -0.12
H: -1.29370 2.80745 2.84054  0.05
H: 0.36907 2.18356 2.74091  0.01
H: -0.84198 1.65730 1.55418  0.00
H: -3.85006 6.95034 2.75713  0.12
H: -6.10612 7.72889 2.09040  0.11
H: -7.12026 6.94026 -0.03093  0.11
H: -5.88946 5.35309 -1.48568  0.12
H: -3.60102 2.79964 -2.74973  0.03
H: -3.20365 1.17355 -2.16120  0.01
H: -2.46770 1.76472 -3.65021  0.01
H: -2.36964 5.04459 -3.24012  0.07
H: -2.16105 3.82980 -4.50667  0.07
H: -1.13716 5.26702 -4.48685  0.09
H: -0.11401 5.53582 -1.72998  0.07
H: 0.77263 5.45652 -3.25359  0.09
H: 1.22128 4.38922 -1.91774  0.06
H: -0.40551 2.06843 -4.31933  0.06
H: 0.97519 2.30798 -3.23748  0.06
H: 0.75678 3.36531 -4.64765  0.09
H: -0.28141 6.85918 1.46801  0.06
H: 1.25116 6.48260 0.65355  0.07
H: 1.25253 7.19833 2.27093  0.09
H: -0.99880 5.38200 3.54807  0.06
H: 0.52955 5.93450 4.24547  0.09
H: 0.17315 4.20406 4.17828  0.07
H: 2.70351 4.59542 1.47361  0.07
H: 2.24533 3.65425 2.90425  0.05
H: 2.73219 5.35084 3.07586  0.09